62
Properties=species:S:1:pos:R:3:lowdin_charge:R:1 method="wB97M-V/def2-TZVPD" gap_ev="7.40 / 6.26" spin_multiplicity=3 e_lumo_ev="-3.64 / -4.79" total_energy_ha=-2037.5976 s2=2.01 charge=+1
Pd -2.03 0.84 -2.02 1.107
O -5.81 -0.58 -1.93 0.104
O -3.75 -0.17 -2.74 -0.143
O -2.14 5.33 -1.60 0.171
O -1.36 3.29 -2.10 0.048
O 2.71 -1.53 2.06 0.117
N 0.19 0.98 -1.77 -0.039
N 3.98 -1.36 3.84 0.136
N -3.73 2.19 -1.73 0.072
N -2.36 -3.28 -0.57 0.153
N 2.16 1.71 -2.53 0.144
N -1.76 -1.25 -1.28 -0.015
N 3.35 -2.62 3.85 0.138
N 1.97 2.10 -1.25 -0.107
N -1.07 -3.27 -0.96 -0.106
C -0.71 -2.05 -1.35 -0.135
C -4.86 0.14 -2.15 -0.604
C 3.57 -0.77 2.78 -0.295
C -0.01 -5.66 1.40 -0.015
C -2.27 4.03 -1.78 -0.444
C 4.97 2.68 2.61 -0.044
C 3.31 1.04 1.11 0.024
C -6.01 3.68 -1.36 0.006
C 1.21 -3.64 1.04 0.023
C -6.09 2.31 -1.56 0.053
C 0.53 -5.76 2.68 -0.043
C -0.23 -4.46 -0.81 -0.061
C -4.76 4.30 -1.40 0.041
C 4.72 1.39 3.05 -0.002
C 2.96 2.93 -0.57 -0.059
C 2.62 -2.66 2.80 -0.290
C -3.65 3.51 -1.59 -0.166
C 1.40 -4.79 3.14 -0.001
C 1.74 -3.72 2.32 -0.131
C -4.91 1.60 -1.77 -0.151
C 0.79 1.67 -0.81 -0.142
C 4.39 3.15 1.44 -0.032
C 3.56 2.33 0.69 -0.193
C 3.88 0.57 2.30 -0.127
C -2.76 -2.05 -0.80 -0.162
C 0.33 -4.60 0.58 -0.199
C 1.07 1.05 -2.81 -0.187
H 0.26 -6.60 3.31 0.114
H 4.59 4.17 1.12 0.122
H 0.56 -4.38 -1.55 0.137
H 0.41 1.85 0.18 0.154
H 2.50 3.89 -0.34 0.135
H 3.73 3.10 -1.32 0.139
H 5.63 3.32 3.18 0.115
H 2.68 0.37 0.54 0.113
H -6.90 4.26 -1.21 0.126
H -1.23 5.59 -1.81 0.152
H -3.77 -1.74 -0.66 0.113
H 1.49 -2.81 0.41 0.116
H 0.27 -1.80 -1.71 0.129
H 1.82 -4.85 4.14 0.123
H -0.71 -6.42 1.05 0.120
H -0.86 -5.31 -1.08 0.132
H 0.90 0.60 -3.78 0.122
H -4.66 5.37 -1.30 0.131
H -7.03 1.78 -1.58 0.138
H 5.15 1.01 3.96 0.123

60
Properties=species:S:1:pos:R:3:lowdin_charge:R:1 method="wB97M-V/def2-TZVPD" de_lowest_kj_mol=147.7 gap_ev=4.71 e_lumo_ev=-5.36 total_energy_ha=-4304.3912 charge=+1
Te -14.32 -11.51 -12.99 1.352
Cl -10.84 -3.65 -14.88 0.658
Cl -11.93 -5.06 -12.60 0.646
S -9.52 -8.98 -11.63 0.990
S -12.31 -8.23 -14.94 0.665
S -9.57 -9.53 -14.56 0.971
S -12.37 -8.07 -11.61 0.682
Al -13.41 -7.15 -13.28 -0.246
O -7.44 -9.96 -12.93 -0.026
N -14.60 -5.69 -14.62 0.049
N -15.68 -5.33 -14.11 0.159
N -15.17 -7.00 -12.59 0.057
C -12.07 -11.81 -10.88 -0.132
C -11.68 -3.48 -13.42 -1.002
C -15.11 -14.19 -13.97 -0.148
C -17.64 -14.36 -12.83 -0.083
C -13.81 -11.72 -8.68 -0.115
C -10.99 -8.77 -13.85 -1.069
C -15.84 -15.35 -14.06 -0.091
C -16.85 -13.24 -12.65 -0.155
C -11.59 -11.73 -9.58 -0.071
C -14.29 -5.03 -15.81 -0.297
C -16.05 -6.10 -13.02 -0.273
C -17.13 -15.43 -13.53 -0.078
C -14.46 -3.67 -15.86 -0.026
C -13.64 -5.17 -18.08 -0.048
C -14.30 -11.63 -9.94 -0.176
C -13.90 -5.83 -16.89 -0.012
C -17.69 -6.75 -11.44 0.012
C -8.59 -9.60 -13.01 -0.939
C -15.59 -13.12 -13.17 -0.591
C -10.96 -8.62 -12.56 -1.073
C -13.49 -11.76 -11.05 -0.516
C -16.78 -7.67 -10.94 -0.018
C -17.34 -5.92 -12.52 0.069
C -12.47 -11.72 -8.48 -0.081
C -14.03 -3.01 -17.04 -0.037
C -13.71 -3.78 -18.17 -0.054
C -15.55 -7.78 -11.50 -0.064
H -18.60 -14.48 -12.39 0.101
H -14.45 -11.76 -7.80 0.116
H -11.44 -11.88 -11.73 0.081
H -12.07 -11.68 -7.50 0.101
H -13.36 -3.21 -19.03 0.119
H -14.08 -14.16 -14.33 0.087
H -13.94 -1.92 -17.07 0.112
H -15.40 -16.15 -14.58 0.096
H -10.51 -11.72 -9.47 0.104
H -17.69 -16.38 -13.70 0.127
H -14.89 -8.56 -11.17 0.062
H -12.75 -3.04 -13.51 0.065
H -11.15 -2.87 -12.69 0.039
H -18.65 -6.70 -10.93 0.131
H -13.28 -5.73 -18.96 0.129
H -15.40 -11.55 -10.05 0.098
H -17.06 -8.41 -10.17 0.145
H -17.21 -12.43 -12.06 0.079
H -13.91 -6.89 -16.68 0.080
H -18.02 -5.17 -12.88 0.128
H -14.76 -3.17 -14.94 0.107

68
Properties=species:S:1:pos:R:3:lowdin_charge:R:1 method="wB97M-V/def2-TZVPD" gap_ev="2.39 / 6.14" spin_multiplicity=2 e_lumo_ev="3.00 / 3.00" total_energy_ha=-9910.2855 s2=0.77 charge=-2
Br -31.91 3.21 -12.70 0.494
Br -32.27 4.91 -15.42 0.625
Br -34.68 2.81 -14.43 0.432
O -30.38 8.35 -18.01 0.126
O -33.03 9.68 -18.65 0.062
O -32.35 10.06 -12.12 0.087
O -32.12 9.73 -14.40 0.232
O -32.62 14.67 -11.08 0.072
O -33.35 7.79 -14.51 0.192
O -33.39 9.31 -16.42 0.237
O -36.49 7.73 -7.20 -0.108
O -33.85 7.64 -12.30 0.101
O -36.43 8.56 -5.19 -0.143
O -31.38 8.16 -15.96 0.213
O -31.19 13.61 -12.29 0.103
N -37.06 5.83 -14.83 0.052
N -32.70 3.82 -8.18 0.021
N -32.27 14.13 -12.13 -0.360
N -36.01 8.49 -6.37 -0.478
C -33.31 10.19 -8.48 -0.132
C -34.13 13.10 -15.25 -0.003
C -34.82 4.25 -9.20 -0.056
C -32.65 9.28 -17.50 -0.337
C -34.87 9.31 -6.81 -0.164
C -34.39 10.26 -5.90 -0.053
C -38.27 8.36 -15.05 -0.064
C -32.76 11.04 -7.55 -0.145
C -36.99 8.26 -14.46 -0.046
C -33.29 8.12 -13.29 -0.421
C -32.88 5.54 -9.85 -0.083
C -36.42 6.98 -14.35 -0.082
C -34.36 9.41 -8.10 -0.071
C -32.10 4.74 -8.95 -0.151
C -33.21 14.02 -13.18 -0.141
C -38.26 5.92 -15.43 -0.175
C -34.29 14.93 -13.18 -0.027
C -33.19 13.07 -14.19 0.024
C -32.41 9.35 -13.18 -0.298
C -38.82 7.16 -15.61 -0.101
C -35.21 14.02 -15.09 -0.079
C -31.33 8.49 -17.25 -0.338
C -34.04 3.57 -8.26 -0.143
C -35.24 14.92 -14.10 -0.136
C -33.22 4.18 -13.87 -1.394
C -33.35 11.14 -6.28 -0.116
C -34.23 5.24 -10.04 -0.074
B -32.55 8.72 -15.34 -0.954
H -34.86 8.87 -8.89 0.096
H -36.12 15.48 -13.82 0.115
H -31.90 11.65 -7.82 0.076
H -34.83 10.27 -4.92 0.082
H -32.49 6.44 -10.31 0.091
H -31.05 4.96 -8.86 0.089
H -34.68 5.90 -10.75 0.086
H -36.49 9.17 -14.18 0.101
H -35.87 4.03 -9.34 0.091
H -34.46 2.73 -7.72 0.087
H -39.73 7.37 -16.15 0.083
H -32.41 12.32 -14.18 0.108
H -33.15 10.21 -9.54 0.086
H -38.59 9.36 -15.30 0.093
H -33.01 11.88 -5.56 0.073
H -33.60 5.02 -13.28 -0.044
H -34.06 12.37 -16.04 0.102
H -35.87 14.11 -15.94 0.100
H -34.49 15.60 -12.36 0.120
H -35.53 6.71 -13.79 0.074
H -38.67 5.07 -15.94 0.094

66
Properties=species:S:1:pos:R:3:lowdin_charge:R:1 method="wB97M-V/def2-TZVPD" de_lowest_kj_mol=285.6 gap_ev="4.41 / 5.75" spin_multiplicity=2 e_lumo_ev="4.08 / 4.08" total_energy_ha=-4376.9843 s2=0.77 charge=-2
Hg -0.34 0.81 -0.19 0.832
Cl -5.54 0.59 0.37 0.506
Cl -5.31 1.44 -2.58 0.486
Cl -2.46 1.81 -2.38 0.580
S -3.12 0.52 2.17 0.816
S 0.18 0.66 2.34 0.515
P 2.81 -0.90 0.87 0.836
O 3.28 -1.46 2.35 -0.383
O 3.74 -1.87 -0.11 -0.368
O 3.83 0.37 0.68 -0.382
N -0.79 -1.08 -1.33 -0.062
N 2.96 -0.12 -3.64 -0.011
N 1.77 0.05 -1.84 0.065
N -2.83 0.75 0.51 -0.459
N -3.43 -5.14 4.45 0.131
N 0.65 -4.95 4.80 0.140
N 1.84 -0.83 -3.92 0.085
N -2.03 -2.49 -3.51 0.013
C -2.83 -4.23 4.08 -0.195
C 0.93 3.77 -1.14 -0.179
C 2.61 7.44 -2.45 -0.127
C -3.91 1.39 -1.55 -1.222
C 4.65 -1.57 2.71 -0.147
C 2.20 5.09 -2.79 -0.049
C -2.61 -2.34 -2.25 -0.174
C 1.51 5.01 -1.57 -0.265
C 1.13 -0.70 -2.80 -0.343
C -3.90 0.94 -0.27 -0.949
C 1.40 6.17 -0.80 -0.046
C -2.11 -0.86 2.62 -0.541
C -2.78 -2.00 3.05 -0.060
C 0.05 -4.09 4.32 -0.179
C -0.19 -1.25 -2.58 -0.267
C -0.03 -1.88 3.30 -0.060
C -2.10 -3.08 3.62 -0.204
C 0.43 2.73 -0.77 -0.169
C -0.84 -1.94 -3.60 -0.160
C 2.74 6.29 -3.22 -0.110
C 3.04 -3.00 -0.62 -0.160
C 1.94 7.37 -1.23 -0.110
C -2.01 -1.67 -1.24 -0.197
C -0.70 -3.00 3.74 -0.194
C 3.42 1.63 1.21 -0.151
C -0.70 -0.78 2.75 -0.700
C 2.90 0.39 -2.40 -0.189
H 4.83 -0.97 3.61 0.078
H 1.84 8.26 -0.62 0.091
H 1.05 -1.83 3.40 0.090
H 3.00 1.52 2.21 0.050
H 3.51 -3.27 -1.57 0.078
H 2.29 4.20 -3.39 0.108
H 3.02 8.38 -2.80 0.086
H 1.99 -2.78 -0.81 0.062
H 3.69 0.96 -1.94 0.122
H 3.69 -0.04 -4.32 0.131
H -3.85 -2.05 2.96 0.111
H -2.51 -1.58 -0.28 0.080
H 0.88 6.11 0.15 0.111
H 2.68 2.10 0.56 0.046
H 4.88 -2.61 2.92 0.078
H 3.11 -3.84 0.07 0.076
H -0.32 -2.04 -4.55 0.092
H -3.59 -2.78 -2.11 0.080
H 3.26 6.33 -4.17 0.091
H 5.31 -1.22 1.91 0.070
H 4.31 2.26 1.26 0.077

60
Properties=species:S:1:pos:R:3:lowdin_charge:R:1 method="wB97M-V/def2-TZVPD" de_lowest_kj_mol=23.2 gap_ev=7.52 e_lumo_ev=-3.29 total_energy_ha=-3851.5420 charge=+1
Pt -0.39 0.75 -0.49 1.135
Cl 1.21 -2.69 2.64 0.819
Cl -1.33 2.53 4.82 0.746
Cl 0.53 0.84 6.66 0.730
Cl 1.76 -1.81 5.58 0.731
Cl -1.94 1.55 1.91 0.820
O -1.62 -3.10 1.53 0.183
O -0.85 -0.99 1.26 -0.083
O 1.05 1.15 1.00 -0.117
N 0.13 2.43 -1.53 -0.131
N -1.60 0.57 -2.05 -0.149
N 0.14 -1.53 -1.12 0.034
C 0.36 -1.35 3.32 -0.572
C -2.43 -0.36 -2.54 -0.140
C -1.48 5.40 2.20 -0.088
C -2.10 5.04 1.01 -0.081
C 2.98 1.28 2.33 0.027
C 0.81 3.58 -0.95 -0.155
C -1.03 -2.31 0.87 -0.447
C 0.09 -4.07 -2.23 -0.014
C -0.13 5.16 2.37 -0.084
C -2.65 -0.12 -3.90 -0.071
C -0.50 -3.84 -1.00 0.036
C 0.67 -0.91 4.61 -0.696
C -0.54 -0.64 2.55 -0.313
C 2.24 0.83 1.12 -0.424
C -1.89 1.00 -4.25 -0.023
C 0.13 0.28 5.09 -0.702
C -0.71 1.04 4.27 -0.686
C -0.01 4.20 0.16 -0.240
C -1.37 4.45 -0.01 -0.059
C -0.37 2.46 -2.73 -0.066
C -0.44 -2.56 -0.48 -0.197
C -1.24 1.41 -3.09 -0.323
C 0.69 -1.76 -2.30 -0.115
C 2.96 0.02 0.10 0.017
C 0.60 4.56 1.36 -0.049
C 0.70 -3.02 -2.89 -0.013
C -1.04 0.57 3.00 -0.582
H -3.30 -0.69 -4.53 0.100
H 1.66 4.37 1.50 0.111
H -0.15 3.29 -3.40 0.149
H -2.06 5.86 2.99 0.110
H -1.86 4.17 -0.93 0.114
H 3.81 1.92 2.04 0.107
H 1.00 4.31 -1.74 0.134
H 1.12 -0.90 -2.81 0.120
H 1.77 3.26 -0.55 0.110
H 0.07 -5.06 -2.68 0.123
H 0.36 5.44 3.30 0.108
H 3.40 0.41 2.84 0.105
H 3.35 -0.88 0.57 0.104
H 1.16 -3.16 -3.86 0.119
H 2.31 1.82 3.01 0.095
H -3.16 5.22 0.87 0.111
H -1.00 -4.61 -0.43 0.134
H 2.30 -0.25 -0.72 0.049
H -2.87 -1.11 -1.91 0.115
H -1.82 1.47 -5.22 0.111
H 3.82 0.58 -0.28 0.110

54
Properties=species:S:1:pos:R:3:lowdin_charge:R:1 method="wB97M-V/def2-TZVPD" gap_ev="7.67 / 6.71" spin_multiplicity=2 e_lumo_ev="0.29 / 0.31" total_energy_ha=-2681.0833 s2=0.83
V -1.27 -0.85 0.29 0.603
P -0.43 0.89 1.77 1.054
F -3.30 -1.26 2.47 -0.033
F -3.35 -2.77 0.92 0.009
F -4.16 -0.79 0.53 0.010
N -0.07 -1.99 1.72 0.033
C 1.85 0.64 3.50 -0.059
C -0.96 4.16 4.17 -0.079
C 1.53 0.49 -0.28 -0.078
C -2.06 -2.55 -4.82 -0.039
C 1.88 0.40 -1.59 -0.067
C 2.84 -0.10 4.12 -0.070
C 0.24 0.97 0.10 -0.467
C 0.90 0.03 2.70 -0.295
C 0.95 -1.35 2.55 -0.291
C -1.93 -2.81 -6.18 -0.086
C 2.90 -1.48 3.94 -0.070
C -0.67 -2.88 -6.76 -0.098
C -0.28 1.23 -2.28 -0.077
C 0.46 -2.70 -5.98 -0.090
C 0.33 -2.44 -4.62 -0.052
C 0.50 4.85 2.38 -0.077
C -3.09 -1.44 1.10 -0.596
C -0.93 -2.37 -4.02 -0.260
C -1.04 2.89 3.62 -0.094
C -0.20 5.14 3.55 -0.084
C -0.33 2.58 2.45 -0.368
C -0.65 1.34 -0.92 -0.146
C 0.96 0.76 -2.61 -0.083
C -1.19 -1.90 -1.41 -0.083
C 1.94 -2.11 3.16 -0.025
C 0.43 3.57 1.84 -0.084
C -1.06 -2.10 -2.61 -0.119
H 3.58 0.39 4.74 0.106
H 1.24 0.67 -3.65 0.107
H 2.23 0.19 0.49 0.108
H 1.09 5.61 1.89 0.105
H -0.15 6.14 3.97 0.103
H -1.51 4.39 5.07 0.105
H -1.61 1.79 -0.66 0.108
H 1.81 1.72 3.63 0.107
H -3.04 -2.49 -4.37 0.115
H 1.45 -2.76 -6.42 0.099
H -1.65 2.14 4.09 0.109
H -0.99 1.51 -3.05 0.116
H -2.82 -2.95 -6.78 0.101
H 2.86 0.03 -1.86 0.107
H -0.57 -3.08 -7.82 0.098
H 1.21 -2.30 -4.00 0.108
H 3.67 -2.06 4.42 0.107
H 1.95 -3.18 3.02 0.118
H 0.33 -2.77 1.22 0.112
H 0.98 3.34 0.93 0.106
H -0.79 -2.38 2.33 0.115